Entry 1:
Formula: C52H51AsBiIN6O3S
Source: the OMol25 dataset
Level of theory: ωB97M-V/def2-TZVPD

Each line ends with the Mulliken spin population.
Geometry (Å):
1 Bi -1.076 -0.334 1.222  0.024
2 C -6.375 -3.153 -2.688  0.000
3 C -5.166 -2.768 -1.875  -0.004
4 C -3.905 -3.298 -2.145  0.009
5 C -2.783 -2.991 -1.385  0.004
6 C -1.391 -3.436 -1.808  0.091
7 N -1.408 -4.028 -3.115  0.020
8 C -1.455 -3.276 -4.383  0.009
9 C -2.243 -1.945 -4.401  0.000
10 C -1.437 -0.698 -4.780  -0.001
11 N -1.532 0.336 -3.751  -0.001
12 C -1.084 1.554 -3.908  -0.001
13 C -0.931 2.500 -2.889  0.001
14 C -0.358 3.748 -3.244  0.000
15 C -0.023 4.683 -2.310  0.000
16 C 0.641 5.983 -2.673  0.000
17 C -0.351 4.390 -0.972  0.000
18 C -0.927 3.212 -0.547  -0.001
19 C -1.305 3.188 0.860  0.001
20 N -1.532 2.203 1.629  -0.002
21 C -2.113 2.487 2.929  0.000
22 C -3.599 2.104 2.914  0.000
23 C -3.866 0.602 3.004  0.000
24 N -3.478 -0.140 1.813  -0.001
25 C -4.394 -0.715 1.133  -0.001
26 C -4.196 -1.594 0.008  -0.012
27 C -5.276 -1.871 -0.830  0.012
28 C -2.963 -2.274 -0.181  -0.002
29 O -2.031 -2.292 0.735  0.022
30 C -1.238 2.168 -1.504  0.001
31 O -1.762 1.065 -1.202  0.002
32 H -6.096 -3.758 -3.550  0.000
33 H -6.907 -2.269 -3.043  0.000
34 H -7.071 -3.735 -2.081  0.000
35 H -3.792 -3.970 -2.986  0.001
36 H -1.033 -4.184 -1.094  -0.008
37 H -0.735 -4.772 -3.204  0.003
38 H -1.899 -3.962 -5.107  0.001
39 H -0.435 -3.082 -4.741  -0.001
40 H -2.667 -1.769 -3.420  0.000
41 H -3.086 -2.048 -5.081  0.000
42 H -1.792 -0.275 -5.722  0.000
43 H -0.382 -0.952 -4.924  0.000
44 H -1.839 0.131 -2.794  -0.003
45 H -0.766 1.824 -4.913  0.000
46 H -0.171 3.940 -4.297  0.000
47 H 0.908 6.003 -3.728  0.000
48 H 1.548 6.127 -2.084  0.000
49 H -0.021 6.829 -2.476  0.000
50 H -0.128 5.148 -0.226  0.000
51 H -1.432 4.197 1.276  0.000
52 H -2.029 3.555 3.172  0.000
53 H -1.593 1.909 3.699  0.000
54 H -4.055 2.498 2.002  0.000
55 H -4.087 2.582 3.766  0.000
56 H -4.931 0.449 3.212  0.000
57 H -3.302 0.190 3.843  0.000
58 H -5.439 -0.549 1.417  0.000
59 H -6.227 -1.381 -0.642  0.001
60 S -1.145 -1.356 3.530  -0.001
61 C -0.099 -0.406 4.621  0.000
62 C -0.493 -0.305 5.956  0.000
63 C 0.312 0.340 6.878  0.000
64 C 1.529 0.884 6.488  0.000
65 C 1.919 0.789 5.164  0.000
66 C 1.111 0.160 4.217  0.000
67 As 1.693 0.042 2.359  -0.012
68 C 3.311 -1.008 2.820  0.000
69 C 3.036 -2.244 3.407  -0.003
70 C 4.054 -3.142 3.677  -0.001
71 C 5.365 -2.821 3.352  0.003
72 C 5.649 -1.590 2.782  0.000
73 C 4.628 -0.685 2.517  0.002
74 C 2.337 1.883 2.165  0.000
75 C 3.333 2.221 1.252  -0.001
76 C 3.661 3.546 1.012  0.000
77 C 2.978 4.561 1.666  0.000
78 C 1.957 4.242 2.548  0.000
79 C 1.644 2.914 2.796  0.000
80 H -1.428 -0.753 6.265  0.000
81 H -0.005 0.409 7.910  0.000
82 H 2.171 1.372 7.209  0.000
83 H 2.872 1.198 4.849  0.000
84 H 2.013 -2.493 3.676  0.000
85 H 3.825 -4.098 4.130  -0.001
86 H 6.161 -3.529 3.542  0.000
87 H 6.672 -1.331 2.541  0.000
88 H 4.876 0.284 2.101  0.000
89 H 3.849 1.441 0.706  0.001
90 H 4.448 3.789 0.310  0.000
91 H 3.235 5.596 1.480  0.000
92 H 1.403 5.028 3.046  0.000
93 H 0.852 2.682 3.499  0.000
94 I 3.224 -5.183 -0.032  0.038
95 C 1.853 -3.793 -0.759  0.385
96 C 1.832 -3.473 -2.136  -0.082
97 C 0.884 -2.616 -2.580  0.248
98 C -0.229 -2.246 -1.666  -0.062
99 N 0.216 -2.129 -0.302  0.291
100 C 1.114 -2.972 0.120  -0.071
101 H 2.608 -3.846 -2.792  0.010
102 H 0.921 -2.229 -3.590  0.036
103 H -0.703 -1.304 -1.937  0.056
104 H 1.322 -2.983 1.185  -0.012
105 O 1.331 0.806 -0.595  0.010
106 N 2.240 0.452 -1.437  -0.001
107 C 3.214 -0.425 -1.091  0.025
108 C 4.175 -0.827 -1.991  -0.017
109 C 4.172 -0.326 -3.282  0.004
110 C 3.197 0.604 -3.616  -0.007
111 C 2.255 0.981 -2.685  0.004
112 H 3.170 -0.783 -0.074  -0.005
113 H 4.925 -1.535 -1.664  -0.002
114 H 4.912 -0.641 -4.004  0.000
115 H 3.171 1.048 -4.601  0.000
116 H 1.487 1.715 -2.874  0.001

Summary:
E_HOMO (alpha / beta)	-9.5 / -9.6	eV
frontier orbital gap (alpha / beta)	6.67 / 6.02	eV
expectation value of S²	0.7852
LUMO level (alpha / beta)	-2.8 / -3.6	eV
total charge	+1
spin multiplicity	2

Entry 2:
Formula: C52H51N2OsP4S
Source: the OMol25 dataset
Level of theory: ωB97M-V/def2-TZVPD

Each line ends with the Mulliken spin population.
Geometry (Å):
1 Os 16.326 15.108 8.957  1.593
2 C 9.742 11.648 4.588  -0.028
3 S 9.885 11.511 6.453  0.954
4 C 10.249 13.337 6.694  -0.048
5 C 11.371 13.727 7.576  0.028
6 C 12.581 13.843 6.862  0.033
7 N 13.749 14.124 7.683  -0.008
8 P 14.000 15.709 8.243  0.005
9 C 13.348 15.869 9.839  0.095
10 C 13.087 17.183 10.215  0.033
11 C 12.895 17.450 11.542  -0.002
12 C 13.003 16.378 12.417  0.015
13 C 13.162 15.087 12.015  -0.022
14 C 13.224 14.734 10.631  -0.008
15 C 13.414 16.909 7.126  -0.045
16 C 14.260 17.390 6.107  0.033
17 C 13.745 18.244 5.176  0.000
18 C 12.378 18.585 5.163  0.000
19 C 11.526 17.952 6.046  0.000
20 C 12.051 17.242 7.119  -0.001
21 P 15.159 13.195 7.948  0.010
22 C 15.678 12.879 6.309  -0.030
23 C 16.137 13.951 5.516  -0.111
24 C 16.117 13.819 4.134  0.009
25 C 15.515 12.722 3.594  0.001
26 C 15.039 11.655 4.396  0.002
27 C 15.111 11.737 5.721  -0.007
28 C 14.792 11.867 9.115  -0.035
29 C 13.904 10.806 8.883  -0.012
30 C 13.603 9.900 9.845  0.001
31 C 14.252 9.968 11.086  0.001
32 C 15.293 10.891 11.248  0.007
33 C 15.541 11.849 10.232  -0.011
34 H 8.900 12.285 4.344  0.034
35 H 9.497 10.631 4.234  -0.003
36 H 10.670 11.993 4.168  0.027
37 H 9.394 13.885 7.023  0.027
38 H 10.429 13.720 5.675  -0.004
39 H 11.546 12.926 8.308  -0.033
40 H 11.191 14.659 8.093  0.019
41 H 12.462 14.477 5.978  0.010
42 H 12.670 12.838 6.521  -0.034
43 H 13.105 17.918 9.464  -0.001
44 H 12.624 18.433 11.772  0.000
45 H 12.979 16.533 13.501  0.000
46 H 13.031 14.245 12.809  0.001
47 H 13.359 13.737 10.231  0.009
48 H 15.343 17.267 6.168  -0.012
49 H 14.448 18.640 4.456  0.000
50 H 11.975 19.289 4.467  0.000
51 H 10.474 18.144 6.007  0.000
52 H 11.379 16.834 7.833  0.002
53 H 16.524 14.826 5.988  0.159
54 H 16.655 14.592 3.520  0.001
55 H 15.411 12.639 2.498  0.000
56 H 14.513 10.952 3.860  0.000
57 H 14.848 10.850 6.351  -0.003
58 H 13.319 10.813 7.932  0.009
59 H 12.790 9.176 9.691  0.000
60 H 14.025 9.244 11.873  0.000
61 H 15.869 10.884 12.170  0.000
62 H 16.307 12.600 10.442  0.061
63 N 18.992 16.204 9.046  -0.091
64 P 18.834 14.542 8.987  0.222
65 C 19.982 13.906 7.737  -0.035
66 C 21.227 14.537 7.789  -0.001
67 C 22.175 14.321 6.792  0.000
68 C 21.951 13.258 5.954  0.000
69 C 20.862 12.476 6.026  0.000
70 C 19.770 12.870 6.797  -0.019
71 C 19.393 13.872 10.489  -0.010
72 C 19.466 14.718 11.560  0.017
73 C 19.637 14.246 12.845  -0.008
74 C 19.528 12.867 13.043  0.008
75 C 19.552 12.004 11.976  -0.004
76 C 19.514 12.449 10.646  0.019
77 P 17.591 17.089 9.228  0.208
78 C 17.622 18.126 7.772  -0.032
79 C 17.331 19.494 7.939  0.010
80 C 17.318 20.321 6.813  0.015
81 C 17.588 19.868 5.506  0.000
82 C 17.902 18.485 5.330  0.023
83 C 17.939 17.722 6.445  -0.031
84 C 17.582 17.993 10.871  -0.001
85 C 18.545 18.936 11.209  -0.005
86 C 18.343 19.621 12.447  0.005
87 C 17.184 19.289 13.187  -0.003
88 C 16.196 18.436 12.725  -0.003
89 C 16.416 17.682 11.626  -0.084
90 H 19.888 16.652 8.951  0.006
91 H 21.408 15.220 8.597  0.001
92 H 23.079 14.951 6.707  0.000
93 H 22.708 13.158 5.202  0.000
94 H 20.771 11.570 5.428  0.000
95 H 18.813 12.372 6.739  -0.001
96 H 19.283 15.791 11.368  0.002
97 H 19.967 15.004 13.556  0.000
98 H 19.614 12.420 14.035  0.000
99 H 19.465 10.900 12.218  0.000
100 H 19.519 11.718 9.865  -0.001
101 H 17.128 19.973 8.898  -0.015
102 H 17.132 21.391 7.056  0.008
103 H 17.562 20.499 4.577  0.000
104 H 18.396 18.013 4.393  0.000
105 H 18.263 16.681 6.371  -0.026
106 H 19.426 19.209 10.569  0.003
107 H 19.166 20.232 12.786  0.000
108 H 17.055 19.728 14.168  0.000
109 H 15.374 18.380 13.323  -0.001
110 H 15.612 17.060 11.204  0.118
111 H 18.151 23.035 9.412  0.986

Summary:
E_HOMO (alpha / beta)	-14.8 / -15.0	eV
frontier orbital gap (alpha / beta)	7.59 / 3.14	eV
expectation value of S²	6.0152
LUMO level (alpha / beta)	-7.2 / -11.9	eV
total charge	+3
spin multiplicity	5

Short version: ΔE to the lowest compared entry with this formula, charge and spin = 178.7; 55.0 kJ/mol, in the order given.
Short version: max |F| = 0.0301; 0.0779 hartree/bohr, in the order given.